Molecular formula: C6H3Br2N3
Method: DFT, the ωB97M-V functional and the def2-TZVPD basis

Each line ends with the Löwdin charge.
Atoms and positions in Å:
C 2.24 0.09 -1.57  -0.362
C -2.22 -0.02 0.49  -0.016
C -1.62 0.74 -0.50  -0.099
C -1.35 -0.90 1.15  -0.098
C 0.38 0.00 0.07  -0.366
C 2.23 -0.07 -0.09  -1.168
N 2.10 0.43 -2.65  0.177
N -0.31 0.68 -0.76  0.127
N -0.06 -0.79 1.02  0.102
Br 2.87 1.45 0.92  0.685
Br 2.86 -1.72 0.63  0.710
H -3.21 0.34 0.76  0.114
H -2.12 1.41 -1.15  0.110
H -1.79 -1.64 1.68  0.082

Calculated values
* HOMO level: -0.3753 hartree
* orbital gap: 10.2554 eV
* spin multiplicity: 1


Molecular formula: C39H104N8O10
Method: DFT, the ωB97M-V functional and the def2-TZVPD basis

Each line ends with the Löwdin charge.
Atoms and positions in Å:
C -1.28 -1.23 -0.19  -0.109
C 0.09 -0.49 -0.34  -0.263
C -0.18 0.48 -1.51  -0.077
C 0.88 1.57 -1.60  -0.117
C 0.87 2.35 -0.26  -0.098
C 1.19 1.43 1.05  -0.230
N 0.23 0.28 0.93  -0.003
O 0.20 -0.43 2.18  -0.191
C 2.69 1.11 1.12  -0.111
C 0.74 2.32 2.28  -0.067
C 1.14 -1.56 -0.62  -0.114
H -1.24 -2.10 0.47  -0.007
H -1.65 -1.61 -1.14  0.002
H -2.18 -0.65 -0.02  0.087
H -0.14 -0.10 -2.43  0.125
H -1.16 0.94 -1.47  0.097
H 0.67 2.34 -2.34  0.091
H 1.82 1.10 -1.88  0.118
H -0.05 2.91 -0.09  0.015
H 1.54 3.21 -0.19  0.131
H 3.33 1.96 1.35  -0.072
H 2.95 0.37 1.88  0.080
H 3.08 0.60 0.25  0.096
H -0.32 2.60 2.31  0.098
H 1.04 1.72 3.14  0.101
H 1.17 3.32 2.37  -0.006
H 1.37 -1.85 -1.64  0.055
H 0.93 -2.47 -0.06  0.095
H 2.13 -1.33 -0.23  0.070
H -0.75 -0.33 2.25  0.008
C -3.70 -1.16 2.25  -0.027
C -2.34 -0.58 2.83  -0.204
C -1.20 -1.65 2.81  -0.263
O -1.74 -2.80 3.45  -0.122
C -0.64 -3.72 3.53  -0.101
N -2.09 0.56 1.96  -0.123
H -4.11 -1.96 2.87  0.085
H -3.63 -1.51 1.22  0.022
H -4.43 -0.34 2.18  0.042
H -2.55 -0.03 3.74  0.161
H -0.42 -1.06 3.29  0.116
H -0.93 -1.88 1.77  0.097
H -0.11 -3.67 4.48  0.097
H -0.04 -3.82 2.63  0.072
H -0.88 -4.77 3.73  0.084
H -2.93 1.13 1.97  0.023
H -2.00 0.20 1.02  0.037
C -4.49 3.57 -4.74  -0.082
C -3.04 3.50 -4.58  -0.429
C -2.59 2.98 -3.22  -0.171
O -1.18 3.15 -2.93  -0.132
C -0.86 3.49 -1.65  -0.218
N -2.39 2.65 -5.62  0.047
H -5.04 2.63 -4.68  0.079
H -4.68 4.02 -5.72  0.086
H -4.96 4.21 -4.00  0.084
H -2.66 4.50 -4.79  0.144
H -2.69 1.90 -3.10  0.099
H -3.32 3.40 -2.52  0.084
H -1.25 4.45 -1.33  0.120
H 0.19 3.80 -1.66  0.105
H -1.01 2.73 -0.88  0.051
H -1.44 2.68 -5.29  0.061
H -2.80 1.73 -5.58  0.056
C -3.48 -0.39 -2.67  -0.029
C -4.17 -1.74 -2.15  -0.353
C -3.68 -2.35 -0.79  -0.020
O -2.21 -2.65 -0.95  -0.253
C -1.67 -3.39 0.12  -0.104
N -5.57 -1.48 -2.02  0.014
H -3.77 -0.03 -3.66  0.079
H -2.39 -0.41 -2.59  0.052
H -3.79 0.39 -1.97  0.031
H -4.19 -2.38 -3.03  0.135
H -4.14 -3.31 -0.58  0.142
H -3.81 -1.68 0.06  0.063
H -0.59 -3.49 0.00  0.119
H -2.12 -4.38 0.11  0.148
H -1.79 -2.79 1.02  0.091
H -5.93 -0.89 -1.29  0.069
H -5.92 -1.07 -2.87  0.079
C 6.16 -0.99 1.20  -0.051
C 4.62 -0.89 1.37  -0.397
C 3.85 -1.46 0.16  -0.208
O 3.82 -0.68 -1.01  -0.101
C 3.56 -1.42 -2.12  -0.176
N 4.41 -1.59 2.63  0.067
H 6.59 -0.65 0.26  0.069
H 6.52 -2.02 1.25  0.073
H 6.59 -0.40 2.01  0.069
H 4.23 0.11 1.58  0.071
H 2.91 -1.79 0.60  0.083
H 4.43 -2.37 0.06  0.145
H 3.54 -0.73 -2.96  0.059
H 2.59 -1.93 -2.09  0.052
H 4.33 -2.10 -2.48  0.122
H 4.89 -1.11 3.38  0.087
H 3.45 -1.74 2.89  -0.045
C 3.37 2.77 2.33  -0.059
C 2.29 3.50 3.18  -0.421
C 2.81 3.62 4.65  -0.214
O 3.20 2.42 5.17  -0.158
C 2.15 1.56 5.52  -0.077
N 2.27 4.82 2.58  0.069
H 3.38 1.69 2.49  0.084
H 4.37 3.12 2.59  0.133
H 3.36 2.98 1.26  0.130
H 1.25 3.17 3.10  -0.030
H 2.12 4.17 5.29  0.120
H 3.64 4.33 4.67  0.116
H 1.67 1.36 4.56  0.057
H 1.29 2.00 6.02  0.092
H 2.42 0.63 6.04  0.098
H 1.69 5.45 3.11  0.094
H 3.20 5.18 2.45  0.087
C -0.66 -3.50 -3.71  -0.023
C 0.58 -3.81 -2.81  -0.304
C 1.81 -3.25 -3.45  -0.171
O 1.69 -1.84 -3.77  -0.156
C 2.87 -1.40 -4.35  -0.170
N 0.47 -3.08 -1.53  -0.073
H -0.35 -3.75 -4.72  0.079
H -1.02 -2.47 -3.64  0.075
H -1.59 -4.04 -3.59  0.074
H 0.61 -4.89 -2.67  0.142
H 1.99 -3.83 -4.36  0.146
H 2.67 -3.36 -2.80  0.075
H 3.11 -0.34 -4.23  0.118
H 3.02 -1.66 -5.39  0.110
H 3.74 -1.90 -3.91  0.071
H -0.45 -3.21 -1.15  0.064
H 0.55 -2.19 -2.01  0.058
C -4.09 2.34 -0.67  -0.047
C -3.25 1.65 0.42  -0.314
C -2.24 2.61 1.27  -0.114
O -1.48 3.43 0.40  -0.332
C -0.58 4.35 1.01  -0.083
N -4.19 0.91 1.21  -0.050
H -4.77 1.83 -1.36  0.078
H -3.39 2.87 -1.32  0.018
H -4.69 3.14 -0.22  0.094
H -2.63 0.88 -0.03  0.099
H -1.70 1.95 1.95  0.048
H -2.80 3.28 1.91  0.139
H -1.22 4.79 1.78  0.105
H -0.34 5.21 0.39  0.121
H 0.20 3.92 1.63  0.036
H -4.79 0.36 0.62  0.104
H -4.75 1.46 1.85  0.131
C 1.63 -2.24 2.56  -0.116
O 1.83 -3.50 1.96  -0.104
H 1.03 -2.16 3.47  0.089
H 2.64 -1.91 2.82  0.017
H 1.07 -1.57 1.92  0.051
H 2.47 -3.51 1.24  0.002
C 2.55 -4.57 -0.74  -0.088
O 2.11 -3.48 -0.09  -0.266
H 1.67 -5.14 -1.01  0.096
H 2.94 -4.11 -1.65  0.066
H 3.32 -5.06 -0.14  0.119
H 1.49 -2.98 -0.63  -0.104

Calculated values
* HOMO level: -0.2527 hartree
* orbital gap: 7.2427 eV
* spin multiplicity: 1


| no. | DFT total energy (eV) |
| --- | --- |
| 1 | -150823.2844 |
| 2 | -74455.3964 |